{"formula": "C35H37BF4P2Sn", "method": "wB97M-V/def2-TZVPD", "elements": ["Sn", "C", "C", "C", "C", "C", "C", "C", "C", "C", "H", "H", "H", "H", "H", "H", "H", "H", "H", "H", "H", "H", "H", "H", "H", "P", "P", "C", "C", "C", "C", "C", "C", "C", "C", "C", "C", "C", "C", "C", "C", "C", "C", "C", "C", "C", "C", "C", "C", "C", "C", "C", "C", "H", "H", "H", "H", "H", "H", "H", "H", "H", "H", "H", "H", "H", "H", "H", "H", "H", "H", "H", "H", "H", "H", "F", "B", "F", "F", "F"], "xyz": [[-0.028935, 0.546002, 3.075812], [-1.830976, 0.860795, -4.049869], [-1.826602, -0.429567, -3.704246], [-1.058632, -1.522652, -4.395740], [0.345148, -1.137671, -4.932617], [1.178918, -0.289727, -4.012973], [1.200012, 1.049823, -3.992414], [0.361351, 1.972442, -4.818668], [-1.057034, 1.471438, -5.184205], [1.873756, 0.208949, 4.148375], [-2.492306, 1.579529, -3.542452], [-2.519455, -0.796417, -2.940380], [-1.631730, -1.917033, -5.255111], [-0.944272, -2.367409, -3.694274], [0.896154, -2.084068, -5.081998], [0.244994, -0.666162, -5.920226], [1.870432, -0.880585, -3.395360], [1.975965, 1.581995, -3.439209], [0.888385, 2.209088, -5.759440], [0.272523, 2.926753, -4.273180], [-1.618011, 2.359340, -5.521870], [-0.990122, 0.786078, -6.037579], [2.021993, 1.078719, 4.797218], [2.667657, 0.092716, 3.398328], [1.813079, -0.695635, 4.743325], [-1.549205, -0.517576, 1.077961], [1.775989, 0.153718, 0.915682], [-0.508852, -0.742802, -0.388896], [0.841981, -0.591195, -0.405834], [-2.447623, -2.086920, 1.378376], [-2.803962, -2.890318, 0.281719], [-3.570674, -4.039446, 0.491613], [-3.947693, -4.401352, 1.789423], [-3.532899, -3.637984, 2.887005], [-2.765776, -2.493360, 2.691794], [-2.806059, 0.792567, 0.628265], [-2.361112, 2.126188, 0.539485], [-3.281820, 3.161388, 0.384824], [-4.637487, 2.867741, 0.235497], [-5.079952, 1.542125, 0.260589], [-4.173386, 0.502444, 0.483504], [3.211855, -0.934975, 1.188564], [2.962919, -2.212956, 1.729382], [4.029035, -3.044205, 2.080106], [5.352709, -2.624639, 1.868192], [5.591560, -1.374443, 1.273948], [4.531081, -0.528927, 0.944736], [2.396231, 1.819249, 0.490629], [2.630831, 2.810502, 1.466529], [2.993983, 4.105595, 1.086063], [3.182674, 4.416231, -0.268576], [2.957949, 3.431289, -1.243814], [2.547264, 2.150428, -0.859332], [-1.046355, -1.024339, -1.305572], [1.438743, -1.017940, -1.220833], [-2.499908, -2.601310, -0.726179], [-3.887706, -4.618258, -0.375065], [-4.592875, -5.266483, 1.936096], [-3.835594, -3.929515, 3.889845], [-2.425539, -1.890981, 3.535224], [-1.289767, 2.324457, 0.615228], [-2.950474, 4.195742, 0.396301], [-5.361284, 3.669284, 0.132506], [-6.132251, 1.294612, 0.134885], [-4.503031, -0.539832, 0.544735], [1.931941, -2.510554, 1.914693], [3.841619, -4.022523, 2.528852], [6.193109, -3.282139, 2.131741], [6.616167, -1.051577, 1.069323], [4.721090, 0.458076, 0.529935], [2.527758, 2.565428, 2.522586], [3.157032, 4.879107, 1.842650], [3.540624, 5.409588, -0.561377], [3.126635, 3.648851, -2.302785], [2.352150, 1.381203, -1.600497], [-0.905430, -0.608912, 4.619273], [-0.799806, -0.311598, 6.498936], [0.229586, -1.106022, 6.914179], [-0.535159, 1.016026, 6.399938], [-2.063126, -0.755501, 6.716702]], "atomic_forces_ev_per_a": [[0.3937, 2.2726, 1.1077], [-0.3872, -0.0049, 0.2310], [-0.4966, 0.2183, -0.3919], [0.3544, -0.2497, -0.0629], [-0.1144, -0.4520, -0.1256], [0.3497, 0.3407, 0.0078], [0.6000, -0.5901, -0.2610], [-0.3548, 0.2320, -0.1123], [0.0849, 0.3927, -0.2910], [-0.0210, -0.5851, -0.5313], [0.2962, -0.5490, 0.1049], [0.1541, 0.3770, -0.0542], [0.0331, 0.0887, 0.3707], [-0.0505, 0.2469, -0.1984], [-0.2269, 0.3793, -0.1267], [0.1631, -0.1990, 0.3582], [-0.1451, 0.5523, -0.1093], [-0.2699, -0.3711, 0.0931], [-0.0799, 0.0046, 0.2632], [0.0091, -0.2666, -0.1535], [0.1569, -0.3762, -0.0600], [-0.1774, 0.2269, 0.2312], [-0.0326, -0.1348, -0.1287], [0.0465, 0.2163, 0.6255], [0.1723, -0.0830, 0.2375], [-0.3268, -0.0410, 0.6733], [-0.2683, 0.0306, 1.7274], [0.7197, 0.0934, -0.4902], [-0.7332, -0.5084, -0.9187], [0.0086, -0.2850, -0.7938], [-0.3172, -0.0843, 0.5382], [0.1558, 0.2069, 0.0263], [0.0312, 0.2669, -0.1665], [-0.0843, -0.1329, -0.3772], [0.0656, 0.4587, -0.4872], [0.1612, -0.2817, 0.0219], [-0.0055, -0.4465, 0.0892], [-0.0470, -0.3020, -0.0969], [0.0125, -0.3525, 0.1586], [0.2641, -0.1549, 0.0910], [0.4457, 0.0380, 0.0159], [0.2633, -0.2997, -0.3355], [0.4211, 0.4029, 0.0120], [0.1867, 0.1294, -0.1098], [-0.2401, 0.2442, -0.3514], [0.0518, -0.3013, 0.1900], [-0.2188, -0.2706, 0.2652], [-0.0036, 0.2383, -0.6694], [-0.1456, -0.2190, -0.1421], [0.1702, -0.1609, -0.2789], [-0.0171, -0.4234, -0.0908], [0.0585, 0.0769, 0.2608], [0.2133, 0.3146, 0.1494], [0.5413, -0.2282, 0.2653], [-0.5279, 0.4120, -0.1923], [-0.2158, -0.1275, 0.2450], [0.0525, -0.0145, 0.2917], [0.2209, 0.1443, 0.0157], [0.1498, 0.0658, -0.1548], [-0.1109, -0.1334, -0.1246], [-0.3254, 0.1130, 0.0978], [0.0127, -0.1662, -0.0880], [0.0958, -0.0511, -0.0598], [0.1813, 0.1779, 0.0311], [-0.0074, 0.4308, -0.0028], [0.1824, -0.0683, 0.0316], [-0.0045, 0.3392, -0.1511], [-0.4646, 0.3747, -0.0988], [-0.3474, -0.1226, 0.1280], [0.0195, -0.1673, 0.0199], [-0.0629, 0.0597, -0.1895], [-0.0534, -0.3777, -0.2329], [-0.2701, -0.3945, 0.1189], [-0.1152, -0.0117, 0.3764], [0.0869, 0.2070, 0.0865], [-0.0178, -0.4512, 0.2292], [0.0950, -0.3938, -1.0252], [-0.8285, 0.5543, -0.3292], [-0.2836, -0.5512, 0.4279], [0.7179, 0.4572, 0.3491]], "e_tot_ha": -2677.31914, "relative_energy_kcal_mol": 0.0, "gap_ev": 6.275}